{
  "formula": "C38H85BI2N10O12",
  "method": "ωB97M-V/def2-TZVPD",
  "symbols": ["C", "C", "I", "C", "I", "B", "C", "C", "C", "C", "O", "C", "O", "H", "H", "H", "H", "H", "H", "H", "H", "H", "H", "H", "H", "H", "H", "H", "C", "O", "N", "C", "C", "H", "H", "H", "H", "H", "H", "H", "C", "O", "N", "C", "C", "H", "H", "H", "H", "H", "H", "H", "C", "O", "N", "C", "C", "H", "H", "H", "H", "H", "H", "H", "C", "O", "N", "C", "C", "H", "H", "H", "H", "H", "H", "H", "C", "O", "N", "C", "C", "H", "H", "H", "H", "H", "H", "H", "C", "O", "N", "C", "C", "H", "H", "H", "H", "H", "H", "H", "C", "O", "N", "C", "C", "H", "H", "H", "H", "H", "H", "H", "C", "O", "N", "C", "C", "H", "H", "H", "H", "H", "H", "H", "C", "O", "N", "C", "C", "H", "H", "H", "H", "H", "H", "H", "C", "O", "N", "C", "C", "H", "H", "H", "H", "H", "H", "H"],
  "xyz": [[-1.504, -1.644, 3.801], [-2.181, -2.241, 2.581], [-0.738, -2.751, 1.070], [-3.322, -1.400, 1.963], [-5.201, -2.086, 2.760], [-3.353, 0.147, 2.264], [-3.338, 1.206, 1.109], [-2.058, 2.071, 1.072], [-0.785, 1.318, 1.474], [0.476, 1.933, 0.889], [0.513, 1.652, -0.520], [1.345, 0.659, -0.878], [1.124, -0.074, -1.794], [-2.248, -1.389, 4.558], [-0.895, -0.772, 3.562], [-0.831, -2.385, 4.238], [-2.592, -3.206, 2.869], [-3.353, -1.569, 0.889], [-3.436, 0.539, 3.392], [-4.180, 1.886, 1.292], [-3.514, 0.755, 0.130], [-2.187, 2.933, 1.732], [-1.936, 2.467, 0.061], [-0.676, 1.333, 2.562], [-0.824, 0.285, 1.119], [0.509, 3.013, 1.040], [1.353, 1.496, 1.378], [2.252, 0.567, -0.262], [-2.136, -5.568, -1.727], [-2.629, -5.440, -0.621], [-0.981, -6.229, -1.959], [-0.436, -6.364, -3.292], [-0.275, -6.809, -0.833], [-2.611, -5.176, -2.639], [-0.351, -7.418, -3.570], [0.553, -5.905, -3.354], [-1.094, -5.868, -4.003], [-0.904, -7.540, -0.323], [-0.008, -6.038, -0.109], [0.629, -7.298, -1.191], [-2.756, 2.801, -3.825], [-3.027, 2.671, -2.642], [-1.570, 2.502, -4.375], [-1.294, 2.698, -5.785], [-0.528, 1.964, -3.514], [-3.485, 3.194, -4.555], [-1.042, 1.746, -6.258], [-0.457, 3.382, -5.921], [-2.178, 3.106, -6.274], [-0.849, 1.029, -3.060], [-0.308, 2.671, -2.714], [0.371, 1.796, -4.102], [-5.406, -3.602, -3.413], [-4.294, -4.007, -3.699], [-6.417, -4.367, -2.972], [-7.699, -3.787, -2.622], [-6.191, -5.791, -2.805], [-5.668, -2.532, -3.460], [-7.903, -3.949, -1.562], [-8.503, -4.237, -3.210], [-7.691, -2.718, -2.810], [-5.375, -5.965, -2.101], [-5.921, -6.249, -3.758], [-7.099, -6.253, -2.427], [5.081, 1.008, 0.664], [4.803, 1.006, 1.855], [6.308, 0.787, 0.170], [6.575, 0.828, -1.253], [7.397, 0.530, 1.096], [4.339, 1.220, -0.112], [6.968, -0.131, -1.596], [7.305, 1.608, -1.482], [5.654, 1.051, -1.788], [7.206, -0.360, 1.694], [7.494, 1.375, 1.780], [8.323, 0.398, 0.542], [9.021, -3.672, 2.744], [9.285, -2.487, 2.683], [7.774, -4.177, 2.672], [7.507, -5.598, 2.739], [6.670, -3.244, 2.518], [9.797, -4.447, 2.863], [7.014, -5.939, 1.826], [6.864, -5.829, 3.590], [8.443, -6.140, 2.852], [6.804, -2.663, 1.606], [6.642, -2.552, 3.360], [5.733, -3.793, 2.466], [-9.862, -1.971, -0.586], [-9.444, -1.385, -1.567], [-9.852, -1.459, 0.656], [-10.345, -2.193, 1.803], [-9.317, -0.119, 0.845], [-10.279, -2.993, -0.634], [-11.171, -1.656, 2.275], [-9.550, -2.328, 2.539], [-10.702, -3.171, 1.486], [-9.886, 0.600, 0.254], [-8.278, -0.076, 0.522], [-9.373, 0.143, 1.897], [-7.877, -2.714, 5.246], [-8.362, -2.310, 4.204], [-7.647, -1.943, 6.322], [-7.060, -2.466, 7.537], [-7.993, -0.533, 6.244], [-7.569, -3.764, 5.390], [-7.738, -2.330, 8.381], [-6.119, -1.959, 7.757], [-6.861, -3.530, 7.418], [-9.059, -0.413, 6.048], [-7.445, -0.053, 5.433], [-7.742, -0.052, 7.186], [3.324, 3.800, -0.876], [4.390, 3.316, -1.225], [3.148, 5.090, -0.561], [1.856, 5.625, -0.179], [4.299, 5.978, -0.614], [2.409, 3.193, -0.803], [1.550, 6.412, -0.870], [1.895, 6.038, 0.831], [1.110, 4.834, -0.208], [4.723, 5.995, -1.619], [5.075, 5.635, 0.072], [3.989, 6.982, -0.336], [8.139, 4.989, 0.257], [8.802, 5.560, -0.586], [8.172, 5.270, 1.575], [7.347, 4.556, 2.528], [9.061, 6.321, 2.039], [7.432, 4.177, 0.007], [6.668, 5.242, 3.038], [7.966, 4.050, 3.271], [6.756, 3.810, 1.998], [8.809, 7.270, 1.564], [10.095, 6.085, 1.787], [8.965, 6.419, 3.117], [3.003, 3.846, -6.321], [2.022, 3.311, -5.836], [4.179, 3.995, -5.689], [5.312, 4.648, -6.312], [4.309, 3.483, -4.333], [3.002, 4.265, -7.342], [6.160, 3.964, -6.379], [5.616, 5.524, -5.736], [5.044, 4.968, -7.317], [4.126, 2.409, -4.319], [3.575, 3.957, -3.684], [5.306, 3.687, -3.954]],
  "forces_ev_per_angstrom": [[0.3, -0.3, 0.0], [-0.5, -0.1, 0.3], [0.1, 0.1, 0.0], [0.8, 0.1, 0.0], [-0.2, 0.3, -0.1], [-0.2, 0.2, -0.1], [-0.3, 0.0, 0.1], [0.0, 0.0, -0.1], [0.0, 0.5, -0.1], [0.0, -0.3, 0.4], [0.1, 0.1, 0.1], [-0.1, -0.6, -0.2], [0.1, 0.2, -0.1], [0.0, 0.1, -0.1], [-0.2, 0.1, 0.0], [0.0, 0.0, 0.0], [0.2, -0.1, -0.2], [-0.3, -0.2, 0.1], [0.2, -0.1, 0.1], [0.0, 0.0, -0.1], [0.1, 0.0, 0.0], [0.1, 0.0, 0.0], [-0.1, 0.0, 0.0], [0.0, -0.2, 0.0], [0.0, -0.1, 0.1], [-0.1, 0.0, -0.2], [0.1, 0.1, -0.1], [0.0, 0.1, 0.2], [-0.2, -0.1, -0.1], [0.0, 0.0, 0.1], [0.1, 0.0, 0.0], [0.0, 0.0, 0.1], [-0.1, 0.1, 0.0], [0.0, 0.1, 0.0], [0.0, 0.0, 0.0], [0.0, 0.0, 0.0], [0.0, 0.0, 0.0], [0.0, 0.0, 0.0], [0.0, 0.0, 0.0], [0.0, 0.0, 0.0], [0.0, 0.1, 0.0], [0.0, 0.0, 0.1], [0.0, 0.0, 0.0], [0.0, 0.0, 0.1], [-0.1, 0.1, -0.1], [0.0, 0.0, 0.0], [0.0, 0.0, 0.0], [0.0, 0.0, 0.0], [0.0, 0.0, 0.0], [0.0, 0.0, 0.0], [0.0, 0.0, 0.0], [0.0, 0.0, 0.0], [0.1, 0.2, 0.2], [0.1, -0.2, -0.1], [-0.1, 0.0, -0.1], [0.1, -0.2, 0.0], [0.1, 0.1, 0.0], [0.0, 0.0, -0.1], [-0.1, 0.1, 0.0], [0.0, 0.0, 0.0], [0.0, 0.0, 0.0], [0.0, 0.0, 0.0], [0.0, 0.0, 0.0], [0.0, 0.0, 0.0], [-0.1, 0.0, 0.2], [0.0, 0.0, 0.0], [0.1, -0.1, -0.1], [0.0, 0.0, 0.1], [-0.1, 0.1, 0.1], [0.0, -0.1, -0.1], [0.0, 0.0, 0.0], [0.0, 0.0, 0.0], [0.0, 0.0, 0.0], [0.0, 0.0, 0.0], [0.1, -0.1, 0.1], [0.0, 0.0, 0.0], [0.1, 0.0, 0.0], [0.0, 0.0, 0.0], [-0.1, -0.1, 0.0], [-0.1, 0.1, 0.0], [0.1, 0.0, 0.0], [0.0, 0.0, 0.0], [0.0, 0.0, 0.0], [0.0, 0.0, 0.0], [0.0, 0.0, 0.0], [-0.1, 0.0, 0.0], [-0.1, 0.0, 0.0], [0.0, 0.0, 0.0], [0.0, 0.1, 0.2], [0.0, 0.0, -0.2], [-0.1, 0.0, -0.1], [0.2, 0.0, 0.2], [0.0, -0.1, -0.1], [0.0, 0.0, 0.0], [-0.1, 0.0, 0.0], [-0.2, 0.0, -0.1], [0.0, 0.0, -0.1], [0.0, 0.0, 0.0], [0.0, 0.0, 0.0], [0.0, 0.0, 0.1], [0.2, -0.1, 0.1], [0.1, 0.0, 0.1], [0.0, 0.0, 0.0], [0.0, 0.1, 0.0], [0.0, 0.0, -0.1], [0.0, 0.0, 0.0], [0.0, 0.0, 0.0], [0.0, 0.0, 0.0], [0.0, 0.0, 0.0], [0.0, 0.0, 0.0], [0.0, 0.0, 0.0], [0.0, 0.0, 0.0], [0.0, -0.1, -0.1], [0.1, 0.1, 0.0], [0.0, 0.1, 0.0], [0.1, 0.0, 0.0], [0.0, -0.1, 0.0], [-0.1, 0.1, 0.0], [0.0, 0.0, 0.0], [0.0, 0.0, 0.0], [0.0, 0.0, 0.0], [0.0, 0.0, 0.0], [0.0, 0.0, 0.0], [0.0, 0.0, 0.0], [-0.1, -0.1, -0.1], [0.0, 0.0, 0.0], [-0.1, 0.0, 0.1], [0.1, 0.1, -0.1], [0.0, 0.0, -0.1], [0.0, 0.0, 0.0], [0.0, 0.0, 0.0], [-0.1, 0.0, 0.0], [0.0, 0.0, 0.1], [0.0, 0.0, 0.0], [0.0, 0.0, 0.0], [0.0, 0.0, 0.0], [0.0, 0.0, 0.0], [0.0, 0.0, 0.0], [0.1, 0.0, 0.0], [0.0, -0.1, 0.1], [-0.1, 0.0, -0.1], [0.0, 0.0, 0.0], [0.0, 0.0, 0.0], [0.0, 0.0, 0.0], [0.0, 0.0, 0.0], [0.0, 0.0, 0.1], [0.0, 0.0, 0.0], [0.0, 0.0, 0.0]],
  "lowdin_charge": [-0.180, -0.853, 0.915, -0.743, 0.984, -0.358, -0.148, -0.187, -0.178, -0.175, -0.061, -0.354, 0.094, 0.080, 0.057, 0.072, 0.030, 0.039, 0.081, 0.108, 0.107, 0.115, 0.105, 0.120, 0.069, 0.115, 0.125, 0.132, -0.354, -0.033, -0.198, -0.060, -0.048, 0.109, 0.086, 0.087, 0.087, 0.090, 0.067, 0.082, -0.362, -0.005, -0.184, -0.057, -0.040, 0.129, 0.093, 0.067, 0.079, 0.088, 0.081, 0.083, -0.341, -0.006, -0.189, -0.061, -0.036, 0.137, 0.084, 0.094, 0.071, 0.086, 0.091, 0.084, -0.370, -0.006, -0.180, -0.053, -0.027, 0.094, 0.089, 0.088, 0.074, 0.071, 0.080, 0.093, -0.357, 0.009, -0.200, -0.061, -0.041, 0.132, 0.089, 0.089, 0.081, 0.082, 0.096, 0.088, -0.365, -0.002, -0.186, -0.055, -0.034, 0.133, 0.090, 0.050, 0.083, 0.091, 0.090, 0.085, -0.376, -0.058, -0.191, -0.054, -0.034, 0.139, 0.090, 0.091, 0.084, 0.093, 0.091, 0.086, -0.324, -0.012, -0.176, -0.041, -0.024, 0.124, 0.094, 0.093, 0.073, 0.093, 0.080, 0.089, -0.364, 0.010, -0.196, -0.057, -0.043, 0.126, 0.089, 0.091, 0.072, 0.091, 0.092, 0.084, -0.346, 0.004, -0.192, -0.058, -0.040, 0.134, 0.090, 0.090, 0.081, 0.097, 0.078, 0.087],
  "max_force_ha_per_bohr": 0.01641,
  "e_tot_ha": -3569.59357,
  "homo_lumo_gap_ev": 8.92,
  "total_charge": 0
}